Record 1
This record from the Open Molecules 2025 dataset describes C3H2MnO3 as an isolated structure in a non-equilibrium geometry. The level of theory is ωB97M-V/def2-TZVPD.

XYZ file:
```
9
Properties=species:S:1:pos:R:3:nbo_charge:R:1
C 1.4658 -0.0446 0.1991 0.394
H 3.1888 -0.6914 0.4576 0.570
C -2.0747 -0.0860 -0.2287 0.285
Mn 0.7566 2.0726 0.0530 1.622
C -0.6659 0.3905 -0.2101 0.174
O -2.7201 -0.0065 0.7779 -0.333
H -2.4149 -0.0725 -1.3100 0.190
O 0.1934 -0.5739 -0.0487 -0.416
O 2.2711 -0.9882 0.3099 -0.486
```

Its total charge is +2. The LUMO energy (spin up / spin down) comes out at -0.411 / -0.425 Eh. Its gap between HOMO and LUMO (spin up / spin down) is 7.814 / 7.460 eV. As for the HOMO energy (spin up / spin down): -0.6979 / -0.6989 Eh. Its spin multiplicity is 6. Its relative energy (zero: lowest compared OMol25 entry of this formula, charge and spin) is 117.8 kJ/mol.

=====

Record 2
This record from the Open Molecules 2025 dataset describes C4H10ClN in the gas phase in a non-equilibrium geometry. The level of theory is ωB97M-V/def2-TZVPD.

XYZ file:
```
16
Properties=species:S:1:pos:R:3:nbo_charge:R:1
H 0.8446 0.1812 -1.4162 0.164
H 1.0826 -1.2725 -0.4623 0.208
N -0.5187 -0.1134 0.0913 -0.462
H -0.3817 1.9996 -0.2016 0.200
H 1.6432 -0.1490 1.4856 0.218
C -1.1067 1.2419 -0.1183 -0.411
H -1.6401 -1.6541 -0.9042 0.173
H -1.7079 1.4538 -1.0243 0.175
H -2.3286 -1.0518 0.5721 0.202
H 1.9852 1.4568 0.5380 0.215
Cl 3.5231 -0.2093 -0.1060 -0.086
H -1.6760 1.4638 0.7290 0.198
C 0.7923 -0.2490 -0.3979 -0.226
C -1.3930 -1.2951 0.0625 -0.401
H -1.0285 -2.1621 0.6746 0.201
C 1.9101 0.3593 0.4776 -0.366
```

The LUMO energy comes out at 0.035 Eh. The SMILES is CN(C)CCCl. Its gap between HOMO and LUMO is 9.380 eV. As for the HOMO energy: -0.3096 Eh. Its relative energy (zero: lowest compared OMol25 entry of this formula, charge and spin) is 130.7 kJ/mol.

=====

- Which of these has the lowest relative energy (zero: lowest compared OMol25 entry of this formula, charge and spin)?
  C3H2MnO3

=====

- The highest relative energy (zero: lowest compared OMol25 entry of this formula, charge and spin) belongs to which entry?
  C4H10ClN

=====

- Which formula does entry 1 have?
  C3H2MnO3

=====

- Which value of relative energy (zero: lowest compared OMol25 entry of this formula, charge and spin) does entry 1 give?
  117.8 kJ/mol